No. 1
82
Properties=species:S:1:pos:R:3:forces:R:3 method="wB97M-V/def2-TZVPD" spin_multiplicity=5 total_charge=+2 fmax_ev_per_a=2.74 s_squared=6.044 homo_ev="-13.875 / -13.868"
C -4.36047 -0.58869 1.34347 -0.28 -0.56 -0.33
C -3.68394 -1.11259 0.21681 -1.07 0.34 -0.25
C -4.31293 -0.98286 -1.04443 -0.32 -0.32 0.49
C -5.63328 -0.51495 -1.08164 0.55 -0.12 0.07
N -6.29937 -0.14760 0.00947 -0.21 0.18 -0.13
C -5.68152 -0.15126 1.18487 0.73 -0.18 -0.20
C -2.43820 -1.79380 0.36037 2.37 1.36 0.13
C -1.22280 -2.01376 0.51594 -2.08 -1.13 0.26
C -0.24170 -3.05652 0.78714 0.99 0.34 0.22
C 1.13309 -2.74510 0.93929 0.30 0.02 -0.08
C 2.10805 -3.73876 0.98297 -0.61 0.10 0.07
C 1.67330 -5.05488 0.97322 0.78 -0.86 -0.08
C 0.32552 -5.42140 0.94267 0.34 0.58 0.06
C -0.62717 -4.41062 0.85541 0.25 0.37 -0.24
Cr 0.80141 -0.30190 0.38704 -1.25 0.70 0.30
P -0.63946 1.66080 0.18115 -0.04 0.55 0.02
H -3.83909 -1.32570 -1.96251 -0.02 0.00 0.27
H -3.92557 -0.63061 2.33779 0.03 -0.07 -0.17
H -6.17909 -0.48318 -2.02802 0.17 0.06 0.29
H -6.26140 0.16146 2.04656 0.04 0.06 -0.06
H -1.68681 -4.63099 0.81981 0.08 -0.12 -0.09
H 1.56581 -1.73947 1.21308 -0.27 -1.21 -0.09
H 0.04667 -6.46792 0.97836 -0.03 0.13 0.00
H 3.17090 -3.50914 1.04348 -0.31 -0.03 0.07
C 0.44817 3.13569 0.02207 0.07 -0.07 0.02
C -0.17982 4.38348 -0.58902 0.02 0.52 -0.10
H 1.32361 2.81309 -0.56129 -0.15 0.18 0.16
H 0.81961 3.34822 1.03700 -0.06 -0.05 -0.22
H 0.56903 5.18184 -0.66224 -0.12 -0.19 -0.01
H -0.56922 4.21819 -1.59946 0.11 -0.09 0.16
H -0.99845 4.77766 0.02050 0.17 -0.14 -0.17
C -1.80457 1.66309 -1.23478 0.05 -0.15 -0.26
C -3.10227 2.46089 -1.09354 -0.33 0.19 -0.12
H -2.02736 0.59956 -1.40082 -0.04 0.20 -0.08
H -1.25136 2.01409 -2.11749 -0.10 -0.13 0.25
H -3.70131 2.36904 -2.01023 0.22 -0.05 0.19
H -3.73521 2.10016 -0.27326 0.20 0.04 -0.11
H -2.91974 3.53309 -0.94713 -0.01 -0.32 -0.05
C -1.65871 1.96194 1.67352 0.06 -0.36 0.16
C -2.14031 3.38787 1.92409 -0.30 0.31 0.18
H -1.05431 1.59667 2.51572 -0.19 0.09 -0.18
H -2.51386 1.27435 1.59123 0.20 0.14 0.05
H -2.70455 3.42990 2.86366 0.14 -0.08 -0.14
H -1.32402 4.11131 2.01329 -0.05 -0.20 0.03
H -2.81834 3.74450 1.14303 0.20 -0.09 0.19
Br 3.06170 -6.38542 1.01720 -0.70 0.34 -0.01
P 1.44691 -0.39752 -1.94527 -0.02 -0.05 0.00
C 1.10743 1.01984 -3.05684 -0.20 0.04 0.21
C 2.09642 1.26743 -4.19019 0.08 0.14 -0.33
H 1.05639 1.90449 -2.39891 0.01 -0.26 -0.35
H 0.09187 0.86160 -3.45367 0.26 0.05 0.11
H 1.76697 2.15910 -4.73648 0.16 -0.17 0.05
H 3.11061 1.46489 -3.82279 -0.22 -0.07 -0.07
H 2.13722 0.44086 -4.91061 -0.01 0.18 0.26
C 3.26707 -0.53049 -1.75897 -0.01 0.07 0.05
C 4.01674 -1.36255 -2.78516 0.49 -0.19 -0.23
H 3.43302 -0.94507 -0.75059 0.06 0.06 -0.22
H 3.65731 0.49789 -1.73722 -0.11 -0.18 0.06
H 5.07230 -1.40872 -2.49918 -0.12 -0.03 -0.09
H 3.65689 -2.39365 -2.83840 -0.04 0.13 0.05
H 3.97836 -0.93650 -3.79208 -0.09 -0.01 0.19
C 0.78349 -1.91094 -2.72088 -0.06 -0.15 -0.07
C 0.86700 -2.02199 -4.24299 0.00 -0.21 -0.33
H -0.26889 -1.95941 -2.39900 0.23 -0.02 -0.06
H 1.28763 -2.76059 -2.23466 -0.11 0.19 -0.07
H 0.42086 -2.97429 -4.55419 0.08 0.20 0.04
H 0.30858 -1.22823 -4.75368 0.12 -0.11 0.17
H 1.89543 -2.01388 -4.62250 -0.21 0.04 0.17
C 1.61540 -0.88023 4.86870 -0.12 -0.05 0.19
P 1.74762 0.32024 3.54688 0.25 0.20 -0.10
C 1.40477 1.98924 4.09567 -0.14 0.02 0.48
C 3.46592 0.36588 3.04746 0.06 -0.07 -0.08
O 0.83558 -0.02877 2.38574 -0.22 -0.16 -0.54
H 1.60717 -1.90200 4.46217 0.05 0.34 -0.03
H 0.69101 -0.73457 5.43796 0.16 0.00 -0.09
H 2.47789 -0.77874 5.53610 -0.21 0.00 0.00
H 2.17042 2.28287 4.82281 -0.20 0.07 -0.04
H 1.43079 2.68556 3.25037 0.12 -0.24 0.06
H 0.41434 2.05742 4.55823 0.18 -0.04 0.02
H 3.72142 -0.49866 2.42456 0.00 0.05 0.21
H 3.65092 1.28004 2.47057 0.07 -0.15 0.19
H 4.06647 0.34968 3.96270 0.17 0.11 -0.30



No. 2
86
Properties=species:S:1:pos:R:3:forces:R:3 method="wB97M-V/def2-TZVPD" total_charge=-1 fmax_ev_per_a=3.95 de_lowest_kcal_mol=58.84 homo_ev=-2.777
C -2.05449 -2.21368 -3.96431 0.12 -0.07 -0.21
C -1.52335 -3.13659 -2.92327 0.01 -1.37 1.27
H -2.23125 -2.74843 -4.89701 -0.06 0.14 -0.14
H -1.36096 -1.38605 -4.13206 0.07 -0.06 0.02
H -3.00398 -1.78923 -3.62350 -0.04 0.00 0.01
C -1.15698 -4.41496 -3.11479 -0.48 0.65 -0.06
C -1.08613 -5.05487 -4.46470 0.10 -0.28 -0.24
H -0.88249 -5.04426 -2.26451 0.05 0.29 -0.11
H -0.75078 -4.33981 -5.23179 -0.10 -0.30 0.17
H -2.06067 -5.46490 -4.76906 0.17 -0.03 -0.13
H -0.36891 -5.88541 -4.43053 -0.12 0.08 -0.21
Pb -0.13448 2.13586 -0.28792 0.71 -2.71 0.51
Cl -2.19476 0.72136 0.69213 -0.20 1.04 -0.63
Cl 1.53308 0.34503 -4.08362 -2.63 1.48 -2.55
H 0.55447 6.34070 4.02414 0.14 -0.04 -0.21
H -1.77371 7.16172 3.39201 0.01 -0.11 -0.15
C 0.72901 6.02498 2.98836 -0.22 -0.04 -0.05
C -1.54791 6.86830 2.36084 0.02 -0.23 -0.04
N -0.56753 5.78779 2.34946 0.09 0.43 -0.04
H 1.28186 5.08217 2.96082 -0.04 0.33 0.08
C -0.76508 4.65185 1.68555 1.52 -1.48 0.07
O 0.10769 3.73835 1.63357 -1.57 1.74 0.22
H -2.45844 6.49766 1.88338 0.06 0.20 0.08
H -1.73311 4.53341 1.17214 0.09 0.18 0.24
H 1.28275 6.80620 2.44334 -0.17 -0.24 0.21
H -1.18570 7.75853 1.82525 -0.01 -0.32 0.07
H 2.62201 -0.24703 -3.14685 2.50 -0.88 1.74
H 2.04728 -3.25171 -1.87605 0.22 0.31 0.05
C 3.49410 -0.59157 -2.39684 -0.19 -0.25 -1.02
C 2.96095 -2.82052 -1.43375 -0.20 0.15 0.13
N 2.86251 -1.35870 -1.36520 -0.18 -0.01 1.53
H 3.97330 0.29998 -2.00642 0.23 0.07 0.19
C 2.09250 -0.74670 -0.46260 -0.11 -1.31 -0.61
O 1.87606 0.48614 -0.45827 -0.36 1.04 0.20
H 3.10590 -3.23353 -0.42365 0.01 0.04 -0.28
H 1.67159 -1.40271 0.32300 0.06 0.27 -0.37
H 4.18388 -1.25056 -2.93974 0.08 0.34 0.22
H 3.82443 -3.07785 -2.06605 -0.29 0.10 0.38
O -0.11150 -1.79474 -1.91707 1.79 0.84 1.02
C -1.20950 -2.43990 -1.58579 -0.97 0.13 -0.62
C -0.02743 -3.81271 0.24706 0.06 -0.04 0.07
C -1.20597 -3.35872 -0.33834 -0.17 0.32 -0.64
H 0.92589 -3.43644 -0.13547 -0.54 -0.23 0.04
C -0.06985 -4.73020 1.30015 -0.33 0.09 -0.02
H -2.06869 -1.73694 -1.41509 -0.27 -0.09 0.35
C -2.43508 -3.75061 0.19262 0.27 -0.40 0.37
H 0.86543 -5.11056 1.71093 -0.19 0.02 0.04
C -1.30287 -5.16301 1.80455 0.04 0.06 -0.09
C -2.48944 -4.65631 1.25528 0.01 0.09 -0.09
H -3.33749 -3.33309 -0.25440 0.10 -0.17 0.11
H -1.34247 -5.88803 2.62128 0.02 0.22 -0.22
H -3.46260 -4.97273 1.64834 0.38 0.08 -0.07
Si -0.88304 3.35589 -3.23106 -0.32 -0.92 -0.50
Cl -1.59504 1.35234 -2.43906 0.21 1.62 -1.59
C 0.97228 3.36330 -3.15826 0.28 0.22 0.22
C -1.69010 4.59631 -2.06812 -0.33 0.51 0.19
C -1.47976 3.80637 -4.96794 -0.19 -0.24 -0.12
H 1.36287 2.40034 -2.79588 0.03 0.11 -0.29
H 1.38273 4.17781 -2.54474 -0.20 -0.03 -0.03
H 1.37046 3.48075 -4.17856 -0.15 -0.20 0.32
H -0.80851 3.41787 -5.75017 -0.25 -0.07 0.37
H -1.50130 4.90643 -5.09079 0.06 -0.38 0.28
H -2.50255 3.44294 -5.16317 0.36 0.08 0.05
H -2.05655 4.19460 -1.11539 0.01 -0.01 -0.21
H -2.55527 5.05905 -2.57258 0.16 -0.30 0.17
H -1.01044 5.43173 -1.84388 0.03 -0.24 -0.04
C -1.49555 -1.53558 3.24504 -0.07 0.09 -0.07
P -0.31833 -0.27605 2.61043 0.76 -0.20 0.05
C -0.88990 1.17497 3.59465 0.04 0.12 0.08
C 1.16681 -0.74864 3.57964 0.10 0.13 0.14
C 1.70519 -2.03939 3.39712 0.07 0.41 0.40
C 2.85354 -2.40930 4.09641 0.03 0.03 -0.01
C 3.49485 -1.50844 4.95326 -0.43 0.41 -0.10
C 2.97747 -0.20911 5.09113 0.29 -0.26 -0.04
C 1.83944 0.18515 4.39221 -0.02 -0.71 -0.06
H -1.05579 -2.53167 3.16431 -0.10 0.06 -0.05
H -1.73005 -1.31205 4.29215 -0.04 -0.15 -0.09
H -2.40200 -1.50265 2.63405 0.10 -0.04 0.12
H -0.82563 0.94429 4.66746 -0.08 0.21 -0.17
H -0.26006 2.04048 3.34138 -0.24 -0.18 0.23
H -1.92282 1.40994 3.30434 0.33 -0.13 0.12
H 1.21143 -2.75261 2.72362 0.20 0.32 0.29
H 3.25014 -3.41729 3.97182 -0.04 0.22 0.03
H 4.38491 -1.80508 5.50756 -0.21 0.06 -0.14
H 3.46503 0.50651 5.75457 -0.01 -0.19 -0.15
H 1.45441 1.20383 4.49296 0.19 -0.42 0.04